Record 1
11
Properties=species:S:1:pos:R:3 method="wB97M-V/def2-TZVPD" homo_lumo_gap_ev=9.64 multiplicity=1 smiles="C=NN/C=N/O"
C -0.30625 0.82105 0.42081
C 1.13526 -1.46428 -0.44084
H -2.86681 0.35942 -1.04188
H -0.67440 1.65695 0.95435
H 1.44197 1.04621 1.42020
H 2.00079 -2.13895 -0.88845
H -0.09719 -1.64785 -0.51032
N -1.03320 0.39653 -0.51866
N 0.74731 0.23163 1.05259
N 1.76093 -0.52785 0.33823
O -2.10841 1.26713 -0.78604

Record 2
11
Properties=species:S:1:pos:R:3 method="wB97M-V/def2-TZVPD" homo_lumo_gap_ev=7.76 multiplicity=1 smiles="Fc1cccoc1=S"
C 0.62282 -0.82543 0.08081
C 1.86866 -0.20984 -0.05299
C 1.82544 1.18235 -0.27994
C 0.73272 1.89621 -0.58156
C -0.67282 -0.06332 -0.11888
H 2.65509 -0.82021 -0.14411
H 2.75208 1.58662 -0.34574
H 0.78481 2.92896 -1.03816
O -0.45727 1.29210 -0.48907
F 0.64359 -2.13808 0.50813
S -2.16169 -0.41682 0.41142

Record 3
86
Properties=species:S:1:pos:R:3 method="wB97M-V/def2-TZVPD" homo_lumo_gap_ev="6.44 / 7.11" total_charge=-1 multiplicity=4
Pt -1.75869 0.66981 0.14878
N -0.29320 -0.65548 -2.27370
P -1.42044 0.58314 -2.16445
C -2.71516 0.24148 -3.38374
C -3.85719 -0.43275 -2.95906
C -4.83055 -0.79218 -3.87974
C -4.67497 -0.46603 -5.21882
C -3.54402 0.21976 -5.64536
C -2.56472 0.57307 -4.73032
C -0.62756 2.07455 -2.82580
C -1.40704 3.22857 -2.92940
C -0.84142 4.41284 -3.36788
C 0.50900 4.46031 -3.69886
C 1.28914 3.32098 -3.58392
C 0.72274 2.12924 -3.14635
P 0.23524 -1.17075 -0.72927
C 0.44304 -2.96465 -0.90859
C 1.10527 -3.64901 0.11023
C 1.20316 -5.02882 0.07948
C 0.62854 -5.74136 -0.96562
C -0.04577 -5.06812 -1.97114
C -0.14280 -3.68447 -1.94253
C 1.97869 -0.58240 -0.70973
C 2.19052 0.74438 -0.32879
C 3.46783 1.28349 -0.32299
C 4.55386 0.50294 -0.69346
C 4.35478 -0.81491 -1.07934
C 3.07534 -1.35479 -1.08826
H 0.14944 -0.94192 -3.13714
H -3.97536 -0.69371 -1.91844
H -5.70243 -1.33504 -3.53920
H -5.43752 -0.74550 -5.93563
H -3.42502 0.47801 -6.69034
H -1.68621 1.11394 -5.06289
H -2.45495 3.19201 -2.65134
H -1.45034 5.30483 -3.44334
H 0.95136 5.38905 -4.03675
H 2.34388 3.35532 -3.82646
H 1.34247 1.24823 -3.03457
H 1.53473 -3.09930 0.94219
H 1.70778 -5.55099 0.88262
H 0.68455 -6.82251 -0.97904
H -0.53359 -5.61977 -2.76409
H -0.72839 -3.17263 -2.69413
H 1.34927 1.34928 -0.01166
H 3.61461 2.30862 -0.00647
H 5.55419 0.91766 -0.67061
H 5.19755 -1.43007 -1.37102
H 2.93352 -2.38584 -1.38676
C -0.51557 1.05950 1.65926
C 0.28595 1.18841 2.58210
C 1.19417 1.32250 3.62832
C 2.50912 0.69163 3.45058
C 2.60026 -0.52713 2.76596
C 3.82410 -1.12741 2.53098
C 4.99530 -0.51955 2.96589
C 4.92452 0.69456 3.63581
C 3.69781 1.29365 3.87784
C 0.82853 2.07034 4.82027
C -0.27227 2.94304 4.79260
C -0.65069 3.64960 5.91866
C 0.04961 3.50657 7.11147
C 1.12942 2.63410 7.16198
C 1.51443 1.92472 6.03725
H 1.68391 -0.98990 2.41981
H 3.86500 -2.06711 1.99332
H 5.95520 -0.98295 2.77478
H 5.83264 1.18617 3.96379
H 3.65800 2.25357 4.37711
H -0.82149 3.05143 3.86605
H -1.50114 4.31827 5.86678
H -0.24943 4.05958 7.99284
H 1.67010 2.49472 8.09037
H 2.33703 1.22568 6.10456
F -2.54896 -2.35916 -1.04588
P -3.49489 -3.42877 -0.23190
F -4.43692 -4.46954 0.55118
F -3.44833 -4.40964 -1.51988
F -4.80862 -2.68998 -0.85379
F -3.52717 -2.40907 1.02517
F -2.17406 -4.13743 0.36453
C -4.65232 0.70585 0.60387
O -3.64255 1.26056 -0.21164
H -4.36482 0.68196 1.66091
H -4.89378 -0.31805 0.30503
H -5.55526 1.32077 0.50769

Record 4
27
Properties=species:S:1:pos:R:3 method="wB97M-V/def2-TZVPD" homo_lumo_gap_ev=9.49 multiplicity=1 smiles="CCCN[C@H](c1ccco1)[P@H](=O)O"
C 0.75258 0.37567 3.06906
C 1.12678 -0.45460 1.99580
C 0.23383 1.49228 2.56109
C 0.95102 0.34039 0.83377
C -2.96748 -1.59937 -0.28865
C -1.45720 -1.23561 -0.24056
C -0.86985 -0.92873 -1.60140
C 1.23602 -0.01249 -0.59126
N -0.09489 0.27374 -1.60846
O 3.55670 1.72538 -0.94554
O 1.37310 2.47135 -1.67435
O 0.36453 1.54587 1.20487
P 2.25616 1.21666 -1.43638
H 0.81002 0.23427 4.13207
H 1.41961 -1.46117 1.94227
H -0.16572 2.39164 3.15734
H -3.55113 -0.80668 -0.66373
H -3.23899 -2.54915 -0.87510
H -3.14843 -1.86076 0.73707
H -0.89329 -1.94774 0.30196
H -1.33915 -0.33631 0.43126
H -0.28012 -1.85282 -1.84509
H -1.74158 -0.75764 -2.21560
H 1.49376 -1.02250 -0.82913
H 2.05477 3.11872 -1.82364
H -0.40574 1.03955 -1.06979
H 2.52466 0.60005 -2.65787

Copy entry 4 word for word.
27
Properties=species:S:1:pos:R:3 method="wB97M-V/def2-TZVPD" homo_lumo_gap_ev=9.49 multiplicity=1 smiles="CCCN[C@H](c1ccco1)[P@H](=O)O"
C 0.75258 0.37567 3.06906
C 1.12678 -0.45460 1.99580
C 0.23383 1.49228 2.56109
C 0.95102 0.34039 0.83377
C -2.96748 -1.59937 -0.28865
C -1.45720 -1.23561 -0.24056
C -0.86985 -0.92873 -1.60140
C 1.23602 -0.01249 -0.59126
N -0.09489 0.27374 -1.60846
O 3.55670 1.72538 -0.94554
O 1.37310 2.47135 -1.67435
O 0.36453 1.54587 1.20487
P 2.25616 1.21666 -1.43638
H 0.81002 0.23427 4.13207
H 1.41961 -1.46117 1.94227
H -0.16572 2.39164 3.15734
H -3.55113 -0.80668 -0.66373
H -3.23899 -2.54915 -0.87510
H -3.14843 -1.86076 0.73707
H -0.89329 -1.94774 0.30196
H -1.33915 -0.33631 0.43126
H -0.28012 -1.85282 -1.84509
H -1.74158 -0.75764 -2.21560
H 1.49376 -1.02250 -0.82913
H 2.05477 3.11872 -1.82364
H -0.40574 1.03955 -1.06979
H 2.52466 0.60005 -2.65787